Computed, not measured: a 4-piece molecular cluster, H7S4 overall, with wB97M-V/def2-TZVPD.

The electronic energy comes out at -43455.2754 eV. As for the charge: -1. The highest occupied orbital energy comes out at -3.0 eV. The HOMO-LUMO gap is 5.9 eV.

The geometry in XYZ format:
```
11
H7S4 (wB97M-V/def2-TZVPD)
S 7.0005 0.6234 -0.3774
S -5.0316 -1.1098 3.4693
S -0.6432 -0.4546 0.0768
S -1.2954 0.8769 -3.1206
H -6.0997 -0.3019 3.2404
H -0.6058 0.1586 -4.0310
H -4.5247 -1.1078 2.2345
H -0.7181 0.3821 -1.9558
H 6.0479 0.0441 -1.1402
H 6.3771 1.8162 -0.3863
H -1.4252 0.1467 0.9734
```

Computed, not measured: a 40-piece molecular cluster, H80O40 overall at a distorted geometry, with wB97M-V/def2-TZVPD.

The electronic energy comes out at -83195.6654 eV. The highest occupied orbital energy comes out at -10.1 eV. The HOMO-LUMO gap is 9.8 eV.

The geometry in XYZ format:
```
120
H80O40 (wB97M-V/def2-TZVPD)
O -1.5501 -5.3127 0.8177
O -1.4740 4.5514 0.2714
O -0.9307 1.7066 4.3760
O 1.2264 -4.1645 -1.1782
O -0.4758 4.1287 -4.2101
O 4.7758 -0.4883 4.3134
O 4.3144 1.5709 0.5467
O 2.1411 4.1221 -2.8239
O 1.4859 1.8753 6.2106
O 0.8817 1.0701 -5.8257
O 0.0834 -2.4971 0.7566
O 3.8508 2.2072 -2.9609
O -2.8425 1.2058 -1.4071
O -4.5331 -0.6891 3.5352
O 1.6338 4.6217 0.7545
O 2.9991 -2.2718 4.2407
O 1.8851 1.2674 -1.6610
O 1.1511 -1.3415 -2.2129
O -1.0010 2.9603 -1.9256
O -0.4070 -0.3550 2.7400
O -0.0410 2.0141 1.0909
O -0.8815 -3.5841 4.8592
O -1.5444 -0.4193 0.1945
O 0.7186 4.2659 3.5093
O -0.4644 -1.6158 -6.1920
O 4.2426 -1.1963 1.6954
O -1.8521 -1.1808 5.5391
O 3.7641 -3.6826 -2.1414
O -1.1791 -3.9019 -2.8285
O 3.9595 -0.3743 -3.6814
O -3.8524 -4.2339 -1.7142
O -2.6091 3.1045 2.7785
O -2.8455 3.4326 -4.0458
O 5.5779 -2.0718 -0.4855
O -1.1291 0.2954 -3.2074
O -4.8457 -1.3922 -2.7542
O 2.1115 -0.6567 0.4349
O -2.9513 -3.2980 2.8104
O -3.9253 2.8161 0.3505
O -5.2601 -4.1148 0.6178
H 0.2643 1.1178 -6.5205
H 0.1018 -3.8176 4.6764
H -2.6097 -4.1413 2.9968
H -3.2775 3.2472 -0.2146
H -1.5148 1.9532 3.6725
H 1.2812 3.7588 4.1023
H -5.3862 -0.4040 3.9219
H -1.6280 -0.2731 -2.6417
H -3.8016 -4.8404 -1.0083
H -0.9934 -2.6214 4.7014
H -0.9241 -4.7921 -3.0371
H 5.0295 -0.1741 3.4054
H 0.3997 0.0996 2.8381
H 3.8486 -3.0690 -2.9692
H 5.0868 -1.3035 -0.2279
H 4.2243 2.1810 -2.0797
H -1.9503 1.0568 -1.0304
H 2.6445 1.2230 -2.2316
H 4.8544 -0.6627 -3.7823
H -0.9588 2.3193 1.3000
H -2.6785 3.6439 1.9516
H 2.1959 4.3817 -1.9260
H -2.1565 -2.0023 5.9490
H 0.7368 -2.0256 0.3049
H 0.2684 -1.6258 -2.1060
H -0.9892 2.5526 4.8613
H 3.4429 -0.8554 1.1621
H -0.5433 4.6614 -0.2741
H 1.9407 -2.1600 4.1422
H 0.4873 -1.4291 -6.0356
H 3.6312 1.4930 1.1859
H 3.9515 0.5758 -3.7859
H -3.7233 1.8988 0.0864
H -0.9608 3.6919 -3.4306
H 2.1285 -4.0215 -0.9368
H -1.2925 -0.0926 -4.1366
H -0.7110 -0.7469 -6.5180
H 2.9311 -2.0510 5.1971
H 0.7510 1.6057 -5.0391
H 3.6491 -1.6213 2.3277
H 4.6729 -3.6451 -1.9279
H -2.9798 -2.8613 3.6722
H -1.0846 -3.6042 -3.7613
H -0.9394 -4.4993 0.7647
H -5.1751 -4.0900 -0.3705
H 4.5600 0.6725 0.4103
H 0.3028 -2.4977 1.7377
H 2.3479 1.5153 6.1590
H -4.4926 -3.8927 1.1735
H -0.3047 2.4410 -2.3245
H -2.4882 -0.6768 0.1336
H 0.9744 1.3704 5.5818
H -0.8966 -6.0287 0.8433
H 2.5093 -1.1821 -0.2523
H -2.9216 0.4823 -2.0335
H -1.3468 5.3532 0.7910
H 2.2475 1.8755 -0.9596
H -4.3582 0.1190 3.0734
H -1.0779 4.8691 -4.3469
H 1.7469 4.4841 1.7470
H -4.7929 -2.1784 -2.2276
H -3.1572 -3.9263 -2.2666
H 0.1390 2.4106 0.2281
H 1.1541 -3.3954 -1.8639
H 1.9504 5.4823 0.5128
H -2.5097 -1.0475 4.8301
H 1.5616 4.3884 -3.5403
H 6.5174 -1.7927 -0.7395
H 1.3795 -0.0565 -0.0556
H 1.2229 -0.5190 -1.7723
H -0.1299 3.7899 3.4242
H -5.4650 -1.5930 -3.4489
H -3.2946 2.4469 2.6520
H -3.6772 3.0518 -4.4027
H -1.3680 -1.4319 0.6752
H 3.3885 3.0808 -3.0700
H -3.3336 4.1671 -3.5652
H 3.8373 -0.3312 4.4933
H -0.7767 -0.3625 1.8969
H -1.8995 2.5082 -1.9091
```

Computed, not measured: a 40-piece molecular cluster, H80O40 overall at a distorted geometry, with wB97M-V/def2-TZVPD.

The electronic energy comes out at -83190.4202 eV. The highest occupied orbital energy comes out at -10.2 eV. The HOMO-LUMO gap is 9.5 eV.

The geometry in XYZ format:
```
120
H80O40 (wB97M-V/def2-TZVPD)
O -5.2260 -3.4967 -1.1868
O -2.0383 -3.7588 -2.7983
O -1.0434 -1.3508 2.3772
O -3.7425 -1.6619 4.7118
O 2.5043 -4.8251 2.8978
O -5.3894 -0.4610 0.1856
O 1.3305 0.5072 3.1275
O 5.9401 0.4685 1.5766
O -1.6800 3.7151 0.1500
O -3.5154 1.1961 -1.0336
O -0.5342 -2.9935 -0.4594
O 2.7815 1.0387 -1.2904
O -0.7434 -0.5214 -0.5970
O -3.0943 -3.0458 1.7345
O 1.7873 3.9624 -4.0043
O -3.1287 -1.4302 -2.1578
O 4.5906 0.7115 -2.9872
O 2.9466 3.8129 2.4170
O -0.6000 -4.6877 3.2267
O 2.6553 1.5669 -4.7159
O -0.3798 3.9982 -2.0853
O 0.1138 -1.8871 4.5403
O -1.5160 -5.8809 -0.3615
O 1.5574 -1.0662 -2.3194
O 3.1880 -3.1331 1.2190
O -3.0081 3.3403 3.8547
O 2.9233 -1.5577 3.8094
O -0.0385 2.4393 3.2852
O -0.5703 5.0924 3.8806
O -3.3324 3.9738 -2.4054
O -0.9039 2.0864 -4.1230
O -3.9887 -0.9308 -5.1124
O 0.8080 4.9919 1.7947
O 3.0618 1.2112 1.3221
O 3.4790 0.9849 4.4255
O -0.6307 -1.5046 -4.2733
O -5.1363 3.6268 -0.6908
O 5.5375 3.0269 -0.8923
O 1.4752 -5.9188 -2.4032
O 2.3925 -2.8663 -4.2856
H -1.1820 2.5427 -3.3303
H 2.5644 0.6438 4.5466
H 1.9890 -1.5619 3.6866
H -0.7418 -0.8568 -4.8671
H -1.2643 -1.8332 1.6416
H -0.4486 -1.1506 -0.1207
H 3.9569 -2.6633 1.4719
H 2.2544 0.6799 2.7189
H 0.2774 4.4272 1.3477
H 5.5597 -0.1604 0.8456
H 0.5011 -1.0469 4.3409
H 1.9935 -0.2571 -2.4349
H -3.8956 -3.4364 2.2691
H 5.5354 0.9845 -3.1830
H -4.2687 3.8967 -2.5028
H 2.3441 1.1144 -0.4230
H 2.5803 -2.0479 -3.8173
H -5.7193 3.1214 -0.0133
H -2.2799 3.8030 3.2815
H 2.1031 -5.2549 -2.0665
H 3.9872 0.2852 4.6381
H 2.5278 1.9783 -1.5664
H 0.1981 -1.5495 -3.7931
H -2.4303 3.9612 0.7643
H 1.6763 3.7901 -3.0857
H 0.3980 4.9374 3.7388
H -1.4053 -4.2200 3.2815
H -0.6639 -1.6071 5.0620
H -0.4840 -4.5965 2.2249
H -4.6913 -0.1558 0.6036
H 3.0694 1.7025 -5.5470
H -1.2510 -6.7194 -0.7591
H -4.1322 -0.1426 -4.5690
H 1.5144 -4.8610 3.0103
H 3.7063 -3.9935 1.4234
H 3.2896 1.1329 -4.2488
H -5.1939 -2.6531 -1.5593
H 2.5783 -5.5604 2.2211
H 1.5484 -2.7426 -4.5875
H 0.8213 2.4803 3.0435
H -1.0351 -2.0910 2.9809
H 1.7620 -1.4521 -1.5043
H -3.7438 3.0801 3.1762
H -3.1443 -1.4395 3.9616
H 2.4236 3.2951 -4.5295
H 4.4558 1.2397 -2.0799
H -0.3818 1.7135 2.7231
H -3.2743 1.8671 -1.6666
H 0.0706 -0.1955 -0.8317
H 3.8698 1.4790 1.7495
H 5.8219 3.4726 -1.6464
H -0.3278 -2.8903 -1.4586
H 1.2891 -5.4515 -3.1930
H -1.1436 4.3600 -1.5246
H 3.6281 4.0329 2.9802
H -5.5064 -0.2603 -0.7439
H -1.8169 2.8255 -0.2875
H 0.0081 -3.7765 -0.0967
H 6.1353 1.3338 0.9588
H 2.3619 4.6368 2.2840
H -3.3601 -2.2319 2.2277
H -5.6517 -3.4140 -0.2892
H 5.1856 2.2318 -1.3008
H -3.2691 0.4220 -1.4252
H -0.1282 2.6408 -4.2973
H 3.0973 -2.4465 3.8957
H -1.9283 -3.3802 -1.9655
H -3.4247 -1.8355 5.5620
H -2.2953 -1.4996 -2.0545
H -2.3140 -5.6958 -0.7186
H -0.5176 4.6806 4.7288
H 0.1493 4.7992 -2.4377
H -3.0266 -3.5143 -3.0142
H 0.7996 -0.2744 2.7388
H 2.4839 2.0892 1.6586
H -2.9298 -0.9214 -5.0883
H -4.1929 3.4388 -0.4577
H -3.6525 -1.9144 -1.4055
H 0.6651 5.9115 1.6821
H -2.8966 3.9508 -3.3311
```

Computed, not measured: a 40-piece molecular cluster, H80O40 overall at a distorted geometry, with wB97M-V/def2-TZVPD.

The electronic energy comes out at -83187.2038 eV. The highest occupied orbital energy comes out at -10.1 eV. The HOMO-LUMO gap is 9.1 eV.

The geometry in XYZ format:
```
120
H80O40 (wB97M-V/def2-TZVPD)
O -2.5510 -5.3512 -1.5343
O -0.1349 2.2779 4.1361
O 1.2947 2.8740 0.2240
O -0.6854 -4.4913 -0.0029
O 1.3256 -2.1382 -0.7195
O -2.6253 -3.3308 -3.2229
O 4.0047 -0.0579 -0.5097
O 2.0630 -5.8402 0.7299
O -5.2867 -0.4203 0.0941
O -1.8056 -1.7728 6.1175
O 4.3213 -2.1328 -2.7338
O -0.5886 -0.3670 -3.8727
O 3.8877 5.1559 0.9192
O -3.1399 0.0481 -1.1703
O -2.1360 4.6626 -1.5951
O 3.9995 -3.6299 0.8601
O 2.9414 -5.0033 -1.8924
O 1.5855 1.9673 -4.3011
O -2.9973 2.4595 -0.4859
O -5.4103 2.6517 -2.5214
O -1.2355 5.5301 2.6209
O -1.0155 2.6871 -4.7616
O -2.5754 -3.9186 1.8518
O 0.2769 0.4432 -0.1744
O -0.9303 3.1994 1.6521
O 1.1663 5.3155 1.2597
O 0.3008 -6.1236 -2.0642
O 1.7709 -2.8583 -4.7504
O -3.8327 1.7032 2.7151
O -3.2003 4.5504 0.4869
O 0.3274 4.0373 -2.4637
O 2.8337 5.3973 -2.5797
O 1.4984 -2.1457 2.6913
O 2.6227 1.6088 3.0489
O 0.2127 -0.3016 4.6657
O 2.6180 -2.1261 5.3966
O 4.2676 2.2712 -1.1850
O -0.7704 0.3665 1.8357
O -3.4098 -2.7908 -0.6367
O 0.9581 -4.5495 3.0845
H -2.9792 -3.8300 0.9528
H -2.8664 5.3744 0.1537
H 1.6705 -5.1368 0.3181
H 3.4447 5.1297 -1.8928
H -2.3194 4.9912 -2.4883
H -0.5565 0.4877 -3.7318
H 0.0050 -5.5432 -1.3741
H 3.4781 4.3952 0.4507
H 3.0787 -5.7302 -1.3468
H -3.5656 1.2263 1.7738
H -0.1163 2.5647 3.2293
H 3.7679 -1.7831 -3.4790
H -0.3288 3.6306 0.9541
H -2.5749 -0.2399 -0.3501
H 0.9603 2.1026 -4.9315
H -1.8422 2.2922 -4.6363
H -1.5200 -0.5101 -3.8410
H 0.7391 -0.4587 0.0348
H 1.8451 -5.7511 1.7954
H -0.2242 1.0749 1.3987
H 4.5446 4.5887 1.2710
H 0.9729 -3.7378 2.7775
H -1.1183 2.2727 4.2089
H 4.0963 2.8147 -1.9242
H 0.4471 4.0075 -3.4293
H -0.5058 0.4612 4.6255
H -3.7918 2.9686 -0.1628
H -1.8233 3.2320 1.5012
H -0.6099 -3.8553 -0.6872
H -1.2125 4.4193 -1.8209
H -3.6272 -5.3338 -1.7470
H -2.4420 4.4817 1.1386
H 1.7819 5.8132 0.8183
H -2.1643 -4.7158 1.3861
H 4.8900 0.3266 -0.7002
H 2.6562 -5.4972 -2.5768
H 1.1917 -2.2491 -4.7807
H -4.0464 -2.1550 -0.2481
H 4.1892 -4.5631 0.7645
H 1.1201 -6.6143 -1.7187
H 0.2861 3.0887 -2.3471
H -0.7853 5.9277 3.2575
H 1.4118 -1.9233 1.7993
H 0.9008 -1.7484 3.2449
H -2.5521 3.2067 -0.9957
H -3.1664 0.9041 -0.8292
H -0.9833 4.6046 2.6547
H -2.3664 -1.1965 5.5767
H -4.8021 1.0871 2.7936
H -0.9380 3.4120 -4.0358
H 4.8112 -3.6549 0.4116
H 2.2794 2.8451 0.1205
H -5.1255 0.2931 -0.3613
H -1.8941 -4.1440 -3.1766
H -4.4713 -0.5518 0.4978
H -3.1131 -3.3460 -4.1060
H 4.0166 -3.0280 -2.4208
H 0.2760 -4.9343 2.4922
H 0.7247 6.0805 1.5083
H 2.2267 -2.2786 -1.1615
H 0.2772 0.5395 -1.0643
H -1.4606 -5.0334 -0.2925
H -0.8110 -1.6714 5.7873
H 3.8287 -0.3434 -1.3338
H 2.0821 1.8496 2.3299
H 2.0716 1.9166 3.7973
H -5.4848 1.7793 -2.5427
H -2.2146 -5.6814 -2.3065
H -4.6861 3.1025 -2.1839
H -2.9457 -2.0976 -1.2613
H 0.7226 -0.2178 5.4672
H 2.2593 -1.3775 4.8558
H -0.2419 -0.0828 2.5126
H 0.7868 -1.8751 -1.6050
H 2.0148 5.0870 -2.1811
H 2.4041 1.6414 -4.8473
H 3.8122 1.5825 -0.9183
H 2.9662 -2.7373 4.7804
H 1.2250 2.0040 -0.0185
H 2.4493 -2.8359 -5.2821
```